No. 1
DFT (wB97M-V/def2-TZVPD) results for a cluster of 5 separate species, C33H41F4N2O6PS in total.

Last column: Löwdin charge in e.
CARTESIAN COORDINATES (ANGSTROEM)
C1 0.10 1.56 1.20  -0.207
C2 0.46 -2.31 -4.25  -0.091
H1 1.12 -2.63 -5.04  0.103
C3 8.58 2.18 -3.28  -0.081
H2 -2.58 3.72 7.60  0.088
N1 0.05 5.79 -0.24  -0.292
C4 -0.47 -3.20 -3.70  -0.077
C5 -1.24 1.82 3.18  -0.148
H3 -0.94 1.15 0.80  0.132
C6 3.39 3.21 0.68  -0.192
C7 -4.99 -4.06 0.63  -0.010
O1 5.24 4.24 -1.26  -0.389
O2 2.90 3.79 -2.10  -0.407
H4 1.25 -0.30 -4.20  0.107
H5 -2.29 2.01 2.63  0.150
P1 -1.40 5.09 -0.32  0.755
C8 -1.34 -7.68 0.53  -0.080
H6 2.69 3.80 1.43  0.132
C9 -0.33 -0.57 -2.76  -0.024
H7 2.88 0.92 0.93  0.121
H8 0.72 1.59 -0.99  0.104
F1 -1.53 -6.02 -2.68  0.051
C10 -1.30 2.28 4.75  -0.182
C11 -2.66 -8.12 0.67  -0.097
H9 -1.42 5.27 7.82  0.090
C12 -0.96 -6.98 -0.61  -0.019
F2 8.83 0.34 -6.40  0.057
C13 -0.71 3.83 1.94  -0.338
H10 -2.42 6.13 -0.17  0.031
C14 -7.24 -3.72 2.26  -0.084
C15 0.53 -0.99 -3.78  -0.078
H11 -2.04 -3.46 -2.24  0.104
H12 6.39 1.23 -6.34  0.112
H13 9.20 2.45 -2.43  0.104
F3 -2.07 -1.06 -1.24  0.053
C16 2.67 1.79 0.19  -0.187
C17 6.99 1.50 -5.48  -0.022
F4 -4.98 -6.35 1.19  0.050
H14 -0.52 -4.22 -4.07  0.098
H15 -7.07 -5.85 2.64  0.115
H16 -4.62 -8.19 -0.22  0.106
H17 -0.30 0.45 -2.39  0.090
H18 -4.11 -4.21 0.01  0.109
N2 -0.10 2.49 2.38  -0.077
C18 -5.54 -5.14 1.31  -0.274
C19 6.46 2.26 -4.44  -0.075
H19 -7.15 -1.65 1.67  0.101
C20 -5.58 -2.80 0.75  -0.079
H20 -5.16 -1.95 0.22  0.104
H21 0.58 5.65 -1.15  -0.021
H22 -0.61 -7.90 1.31  0.105
H23 4.45 2.99 1.14  0.117
H24 -0.38 4.59 5.33  0.122
O3 3.33 5.94 -0.59  -0.240
C21 -1.32 -2.78 -2.68  -0.014
H25 -3.93 -6.90 -2.24  0.118
C22 -3.60 -7.85 -0.33  -0.102
H26 -8.11 -3.59 2.89  0.105
H27 -1.05 0.65 3.12  0.135
C23 1.07 2.14 0.01  -0.174
C24 -1.90 -6.70 -1.59  -0.292
H28 5.42 2.59 -4.48  0.106
C25 9.12 1.41 -4.32  -0.025
C26 -6.70 -2.64 1.57  -0.098
H29 3.07 1.46 -0.89  0.127
H30 -1.56 4.52 -1.64  0.019
C27 7.25 2.60 -3.34  -0.087
H31 2.82 6.22 -1.43  0.102
S1 3.73 4.28 -0.87  0.819
C28 -1.25 -1.47 -2.22  -0.287
H32 -0.71 3.45 7.61  0.075
H33 10.14 1.06 -4.28  0.113
H34 -2.02 5.53 5.37  0.138
C29 8.32 1.08 -5.40  -0.297
O4 -1.67 3.81 0.83  -0.265
H35 0.65 0.59 1.64  0.138
O5 -2.20 3.42 4.93  -0.225
C30 -1.55 4.21 7.29  -0.112
H36 6.84 3.20 -2.53  0.071
C31 -1.52 4.49 5.68  -0.270
O6 -0.35 4.90 2.67  0.003
H37 -1.78 1.37 5.35  0.138
C32 -3.22 -7.13 -1.46  -0.018
H38 -0.22 2.42 5.19  0.137
H39 0.98 3.28 -0.20  0.077
H40 0.07 -6.64 -0.73  0.115
C33 -6.66 -4.99 2.12  -0.016
H41 -2.95 -8.68 1.55  0.105

Calculated values
- Molecular weight: 700.732 u
- Structure (SMILES): CCOCCN(CCCCS(=O)(=O)O)C(=O)O[PH2]=N.Fc1ccccc1.Fc1ccccc1.Fc1ccccc1.Fc1ccccc1
- E_HOMO: -8.85 eV
- F_max: 0.175 hartree/bohr
- Total energy: -2981.7131 hartree

=====

No. 2
DFT (wB97M-V/def2-TZVPD) results for a structure of composition C20H52O20PbS6.

Last column: Löwdin charge in e.
CARTESIAN COORDINATES (ANGSTROEM)
C1 1.25 3.61 -0.59  -0.406
O1 -4.12 2.46 2.40  -0.257
H1 3.41 -2.79 4.52  0.118
S1 -2.24 1.45 -2.53  0.574
H2 -2.46 3.60 -3.42  0.072
H3 -0.30 -3.88 0.27  0.061
C2 -4.30 -2.55 -1.38  -0.052
H4 -5.03 -3.30 -1.69  0.083
C3 -4.54 1.62 1.29  -0.243
C4 4.17 -2.06 4.24  -0.241
H5 0.82 4.49 -1.10  0.092
H6 -1.40 4.45 1.37  0.060
C5 3.88 -3.20 1.29  -0.095
S2 0.99 -2.16 -2.19  0.580
H7 -5.61 0.44 2.67  0.087
O2 0.30 -1.43 -1.19  -0.361
H8 -3.55 -2.50 -2.17  0.065
O3 -2.37 3.27 3.87  -0.253
O4 -1.90 0.75 -3.93  -0.244
H9 -2.83 1.04 -7.12  0.082
O5 -3.65 1.44 -2.32  -0.271
H10 2.99 -1.43 -1.31  0.052
H11 3.36 1.06 1.53  0.079
H12 5.08 -2.58 3.93  0.118
H13 -4.11 -0.36 2.12  0.068
O6 -1.40 0.85 -1.56  -0.354
O7 0.38 -1.74 -3.60  -0.229
H14 3.00 2.96 -1.80  0.094
H15 4.75 -2.61 1.01  0.080
H16 -5.47 -0.36 1.08  0.076
H17 -1.62 -4.70 1.10  0.066
H18 1.52 2.81 -2.58  0.078
C6 -2.20 0.71 -6.29  -0.055
H19 -2.85 3.80 0.45  0.063
S3 -1.70 -2.43 1.52  0.562
H20 -1.59 3.59 -1.88  0.067
S4 2.74 -2.06 2.03  0.569
O8 3.66 -1.34 3.09  -0.266
C7 -1.68 3.11 -2.86  -0.082
H21 2.57 -0.47 -2.65  0.062
Pb1 0.33 0.72 0.38  1.587
H22 -0.25 -4.15 2.11  0.063
H23 2.06 4.11 0.00  0.080
H24 4.14 -3.89 2.09  0.067
H25 -1.67 -4.03 -5.04  0.078
C8 5.39 1.47 2.00  -0.059
H26 1.48 3.76 2.39  0.055
C9 0.08 -2.72 -4.58  -0.259
C10 -4.95 0.27 1.81  -0.050
C11 4.49 -1.04 5.31  -0.042
H27 -3.66 0.03 -4.85  0.122
H28 -5.41 2.17 0.92  0.126
S5 1.99 1.89 3.70  0.584
O9 2.43 -1.06 1.06  -0.339
H29 3.43 -3.77 0.48  0.076
C12 -2.43 4.11 1.41  -0.110
H30 -4.37 -2.81 0.76  0.112
O10 1.36 1.07 2.72  -0.399
H31 -4.77 -1.57 -1.32  0.075
C13 -1.09 -3.64 -4.21  -0.065
C14 3.93 1.87 1.97  -0.233
H32 -0.75 -4.45 -3.57  0.065
H33 0.93 -3.37 -4.81  0.119
O11 3.53 2.10 3.35  -0.240
S6 -2.57 2.78 2.55  0.570
H34 5.52 0.48 2.45  0.060
H35 -3.06 4.91 1.81  0.074
H36 -0.74 3.04 -3.40  0.073
C15 -0.84 -3.96 1.22  -0.095
H37 -3.48 -4.08 -0.16  0.118
H38 5.14 -0.29 4.87  0.079
H39 6.00 2.19 2.55  0.082
H40 -1.41 1.47 -6.26  0.084
H41 -3.78 1.59 0.51  0.096
O12 1.87 1.59 5.09  -0.251
C16 1.96 2.66 -1.57  -0.398
C17 2.63 -1.51 -2.34  -0.101
C18 -2.90 0.80 -4.95  -0.277
H42 3.54 -0.61 5.66  0.081
O13 1.98 1.29 -1.28  -0.418
C19 1.38 3.54 3.45  -0.087
H43 4.98 -1.55 6.14  0.084
H44 5.82 1.40 0.99  0.084
H45 3.19 -2.18 -2.99  0.075
O14 -2.64 -2.67 2.57  -0.263
O15 0.27 3.13 0.28  -0.441
O16 -1.85 1.66 2.03  -0.337
H46 1.95 4.21 4.08  0.077
H47 -1.74 -0.26 -6.46  0.069
H48 3.85 2.80 1.42  0.125
H49 -0.20 -2.23 -5.52  0.111
C20 -3.70 -3.02 -0.07  -0.250
O17 -2.51 -2.23 0.17  -0.255
O18 1.09 -3.60 -2.12  -0.282
H50 0.32 3.45 3.70  0.060
O19 -0.81 -1.33 1.58  -0.387
H51 -1.74 -3.06 -3.55  0.066
O20 1.74 -2.78 2.75  -0.252
H52 -3.46 1.74 -4.90  0.114

Calculated values
- Molecular weight: 1012.218 u
- Energy relative to the best compared isomer or geometry (same formula, charge and spin): 0.0000 eV
- E_HOMO: -6.82 eV
- F_max: 0.050 hartree/bohr
- Total energy: -4879.9228 hartree

=====

No. 3
DFT (wB97M-V/def2-TZVPD) results for a structure of composition NO4.

Last column: Löwdin charge in e.
CARTESIAN COORDINATES (ANGSTROEM)
O1 -1.89 -1.37 -0.14  0.115
N1 -1.48 -0.44 -0.69  0.141
O2 0.11 0.11 -0.02  -0.159
O3 1.31 0.35 0.64  -0.120
O4 1.96 1.36 0.20  0.024

Calculated values
- Molecular weight: 78.003 u
- Spin multiplicity: 2
- Energy relative to the best compared isomer or geometry (same formula, charge and spin): 0.2164 eV
- E_HOMO (spin up / spin down): -9.29 / -11.00 eV
- F_max: 0.091 hartree/bohr
- Total energy: -355.3507 hartree

=====

No. 4
DFT (wB97M-V/def2-TZVPD) results for a structure of composition C13H24ClCuN2O6P2S3.

Last column: Löwdin charge in e.
CARTESIAN COORDINATES (ANGSTROEM)
C1 -2.85 -2.41 3.33  -0.061
H1 3.35 2.09 0.35  0.097
O1 -0.06 -3.37 0.67  -0.243
H2 -2.23 3.20 1.31  0.083
C2 -1.42 2.12 -0.32  -0.476
C3 2.40 -2.69 0.75  -0.150
P1 -1.09 -2.37 1.02  0.356
H3 -0.63 -4.58 3.43  0.136
C4 1.72 -1.86 -1.30  -0.121
H4 2.85 0.58 -0.43  0.068
H5 0.22 1.22 4.24  0.073
C5 1.49 2.11 2.73  -0.401
O2 0.83 -3.46 3.99  -0.274
H6 -2.22 -4.85 2.81  0.174
Cl1 3.58 -5.08 1.11  0.738
O3 -0.96 -0.97 0.64  -0.416
S1 -1.21 1.33 2.40  0.941
C6 2.50 1.43 0.15  -0.442
H7 -0.47 3.31 1.24  0.062
H8 -2.88 -1.32 3.37  0.086
H9 -3.03 -2.18 0.00  0.082
H10 -3.67 -2.75 2.70  0.087
C7 2.16 -2.99 -1.95  -0.027
C8 2.71 -4.03 -1.21  -0.057
H11 3.01 -4.95 -1.68  0.118
O4 -0.78 -1.91 5.21  -0.113
H12 -2.24 1.41 -0.41  0.075
O5 0.44 -1.00 3.22  -0.393
H13 2.26 2.25 3.50  0.094
H14 1.51 2.98 2.07  0.073
H15 2.45 -2.54 1.83  0.114
S2 -0.01 1.17 -1.03  0.933
S3 2.03 0.66 1.73  0.970
H16 -1.59 2.95 -1.00  0.086
O6 -2.48 -2.88 0.35  -0.101
C9 -1.51 -2.84 2.79  -0.487
H17 -0.29 -2.32 5.93  0.084
H18 -2.98 -2.79 4.34  0.091
H19 2.06 -3.08 -3.02  0.116
H20 1.24 -1.04 -1.83  0.080
H21 -0.15 2.92 3.85  0.093
C10 0.16 1.96 3.43  -0.474
P2 -0.08 -2.30 3.82  0.343
Cu1 0.47 -0.47 1.21  0.129
C11 2.86 -3.86 0.16  -0.648
H22 1.11 3.10 -0.11  0.067
N1 -1.35 -4.32 2.72  0.162
N2 1.81 -1.73 0.03  -0.027
H23 1.89 2.52 -1.58  0.086
C12 -1.32 2.64 1.10  -0.456
C13 1.45 2.21 -0.63  -0.458
H24 -0.89 -4.47 1.79  0.128

Calculated values
- Molecular weight: 561.491 u
- Spin multiplicity: 2
- Energy relative to the best compared isomer or geometry (same formula, charge and spin): 2.2899 eV
- E_HOMO (spin up / spin down): -11.54 / -11.57 eV
- F_max: 0.140 hartree/bohr
- Net charge: +1
- Total energy: -5048.6353 hartree

=====

Question: What is the formula in the third record?
Answer: NO4